{"formula": "C7H11NO2S", "method": "the ωB97M-V functional and the def2-TZVPD basis", "smiles": "C/C=C1\\CCN(C)C1=S(=O)=O", "e_tot_ev": -23854.686, "total_charge": 0, "de_lowest_kcal_mol": 51.47, "lumo_ev": [-0.66, -0.66], "orbital_gap_ev": [7.2, 7.2], "species": ["H", "H", "H", "H", "H", "H", "C", "O", "C", "C", "C", "C", "H", "H", "S", "H", "H", "H", "C", "C", "N", "O"], "xyz": [[0.0100, -1.3503, -3.1418], [1.6805, -1.6450, -1.1263], [1.5104, 2.9807, 2.4319], [0.4272, -2.5554, -0.2127], [0.7898, -1.1461, 1.5969], [-1.7929, -1.1408, -2.5455], [1.1453, 1.9023, 2.4981], [-3.0973, 0.1150, -1.6685], [0.1844, 0.5423, 0.5656], [-0.6065, 0.2821, -0.5909], [0.2189, 1.6515, 1.3108], [1.1077, -0.6601, 0.6723], [2.1578, -0.3196, 0.5498], [1.9656, 1.1515, 2.2622], [-2.4281, 0.7073, -0.5460], [-0.7483, -2.6497, -2.1075], [-0.6319, 2.3217, 1.1564], [0.6915, 1.5975, 3.4148], [-0.7669, -1.4987, -2.3656], [0.7803, -1.6053, -0.5039], [-0.2746, -0.8669, -1.1711], [-2.3229, 2.1862, -0.4790]]}